No. 1
Density functional theory data (the ωB97M-V functional and the def2-TZVPD basis) for a cluster of 10 separate species, C34H48N2O30S5 in total at a distorted geometry.

Structure (XYZ):
```
119
Properties=species:S:1:pos:R:3:lowdin_charge:R:1
O 19.21726 39.41956 -17.56013 0.06
N 18.23742 40.09710 -17.27329 -0.33
O 17.55919 40.72245 -18.07912 0.08
C 17.94647 40.24879 -15.83457 -0.15
C 16.61823 40.17058 -15.39254 0.00
C 16.39893 40.14816 -14.01844 -0.05
C 17.45487 40.40236 -13.11487 -0.05
C 18.74838 40.51656 -13.60259 -0.06
C 18.98476 40.44011 -14.94739 -0.01
H 15.84211 39.95687 -16.11462 0.10
H 15.36042 40.09537 -13.72076 0.11
H 17.18122 40.48771 -12.07388 0.11
H 19.52674 40.69158 -12.87216 0.12
H 19.97805 40.60150 -15.35037 0.13
O 15.40650 37.08326 -21.20732 0.08
N 16.37683 37.50519 -21.80368 -0.33
O 17.41303 37.82968 -21.25888 0.07
C 16.16582 37.77998 -23.23067 -0.14
C 15.06448 37.27802 -23.90419 0.01
C 14.86301 37.72599 -25.19692 -0.05
C 15.79432 38.50978 -25.88042 -0.06
C 16.87607 38.97226 -25.17185 -0.08
C 17.09600 38.61190 -23.85457 0.00
H 14.39646 36.51211 -23.54056 0.11
H 13.98364 37.42262 -25.75140 0.11
H 15.65424 38.81240 -26.90823 0.11
H 17.60884 39.61412 -25.64736 0.11
H 17.91111 39.07631 -23.32024 0.12
O 18.72582 33.19271 -16.39124 -0.21
S 18.16224 33.84467 -17.53133 0.72
O 17.82887 33.13234 -18.74125 -0.22
O 16.81596 34.77976 -17.21038 -0.22
C 16.63862 35.76088 -18.18648 -0.17
C 18.08471 36.18622 -18.52695 -0.14
O 18.97866 35.22517 -17.91951 -0.23
H 16.16987 35.34573 -19.08274 0.10
H 15.99764 36.58136 -17.87482 0.13
H 18.37493 37.12118 -18.04841 0.10
H 18.31034 36.25517 -19.58752 0.11
O 16.84916 27.35893 -21.21931 -0.24
S 16.53422 28.03181 -19.98633 0.67
O 15.74124 27.32042 -19.01405 -0.24
O 17.88008 28.68129 -19.35213 -0.20
C 17.67453 30.06487 -19.03240 -0.17
C 16.44936 30.62068 -19.75769 -0.17
O 15.92595 29.47581 -20.41029 -0.20
H 17.50931 30.02716 -17.95307 0.13
H 18.60062 30.60076 -19.22672 0.12
H 16.54880 31.32386 -20.57799 0.09
H 15.77685 31.02517 -18.99844 0.13
O 15.55214 34.26031 -13.23296 -0.22
S 14.72434 34.21717 -14.39710 0.68
O 14.68394 35.38734 -15.22264 -0.21
O 15.22670 32.90251 -15.19669 -0.20
C 14.57164 31.74687 -14.73195 -0.19
C 13.44603 32.17688 -13.78664 -0.17
O 13.23616 33.54517 -14.11201 -0.18
H 14.29758 31.01746 -15.49657 0.13
H 15.32186 31.15755 -14.19007 0.13
H 13.77474 32.11280 -12.74829 0.13
H 12.54988 31.57684 -13.91165 0.14
O 17.82644 35.40574 -11.26667 -0.22
S 18.02965 36.73196 -11.77176 0.64
O 17.74585 37.84514 -10.92062 -0.22
O 19.51369 36.92144 -12.34549 -0.19
C 19.62623 36.54642 -13.72432 -0.12
C 18.17925 36.20406 -14.22066 -0.15
O 17.46237 36.94474 -13.26956 -0.21
H 20.11863 37.35494 -14.26771 0.12
H 20.34190 35.72486 -13.78430 0.11
H 18.05970 35.11586 -14.20120 0.11
H 17.85262 36.54971 -15.19895 0.13
O 14.70321 34.04578 -23.26518 -0.22
S 15.49054 33.60558 -22.15545 0.64
O 15.06528 33.74560 -20.81232 -0.19
O 15.98327 32.11441 -22.59042 -0.22
C 17.13501 32.13367 -23.42752 -0.15
C 17.68053 33.54487 -23.35871 -0.16
O 16.97177 34.25722 -22.33326 -0.21
H 17.76868 31.30913 -23.11461 0.14
H 16.78968 32.01836 -24.45627 0.13
H 17.47160 34.09260 -24.27781 0.13
H 18.76026 33.58587 -23.22884 0.13
O 11.99613 39.94760 -21.50227 0.09
C 12.58616 39.88896 -20.44389 -0.52
C 12.63192 40.98149 -19.38550 -0.06
C 13.49374 40.34252 -18.27109 -0.14
C 13.60740 38.84351 -18.62923 -0.10
O 13.10487 38.77912 -19.99190 0.03
H 13.06149 41.89664 -19.78483 0.12
H 11.58255 41.17231 -19.16022 0.13
H 14.48206 40.78312 -18.39220 0.10
H 13.05909 40.57600 -17.30209 0.11
H 14.66766 38.61212 -18.58320 0.10
H 12.93918 38.14159 -18.13952 0.13
O 22.05677 38.09295 -15.90401 0.10
C 22.24887 37.22425 -16.71373 -0.48
C 21.72468 37.21055 -18.15219 -0.08
C 22.42301 36.01684 -18.72625 -0.15
C 22.44990 35.05638 -17.52411 -0.11
O 22.65680 35.99003 -16.40660 0.02
H 20.64494 37.11552 -18.07515 0.09
H 21.99684 38.06982 -18.76270 0.13
H 21.79322 35.51528 -19.46573 0.12
H 23.45178 36.16904 -19.03885 0.12
H 21.55335 34.51517 -17.23077 0.11
H 23.31246 34.39876 -17.60411 0.12
O 22.48752 34.51087 -12.26036 0.14
C 21.80303 33.66022 -12.74946 -0.49
C 21.13096 32.47783 -12.02604 -0.08
C 20.85434 31.45314 -13.10717 -0.16
C 20.76458 32.37565 -14.34004 -0.15
O 21.66245 33.46602 -14.05778 0.02
H 21.78048 32.14573 -11.21801 0.12
H 20.13740 32.57849 -11.57658 0.13
H 21.73766 30.80552 -13.12723 0.11
H 19.95781 30.85596 -12.96862 0.11
H 20.66424 31.90323 -15.31084 0.12
H 19.78318 32.84323 -14.19530 0.10
```

* energy relative to the best compared isomer or geometry (same formula, charge and spin): 34.0 kcal per mole
* calculated total energy: -5681.65997 a.u.
* structure (SMILES): O=[N+]([O-])c1ccccc1.O=[N+]([O-])c1ccccc1.O=S1(=O)OCCO1.O=S1(=O)OCCO1.O=S1(=O)OCCO1.O=S1(=O)OCCO1.O=S1(=O)OCCO1.O=C1CCCO1.O=C1CCCO1.O=C1CCCO1


No. 2
Density functional theory data (the ωB97M-V functional and the def2-TZVPD basis) for the molecule C4H2Cl2N2 at a distorted geometry.

Structure (XYZ):
```
10
Properties=species:S:1:pos:R:3:lowdin_charge:R:1
N 2.77366 -0.47870 2.45061 0.20
C 2.25916 -0.41801 1.42044 -0.24
C 1.54150 -0.06289 0.17040 -0.78
Cl 2.00874 1.58778 -0.28721 0.72
C 2.01494 -1.19843 -1.15753 -0.21
N 2.25681 -2.02456 -1.87194 0.13
C 0.03635 -0.23683 0.13526 -0.56
Cl -0.39896 -1.99438 0.21221 0.61
H -0.33523 0.03825 -0.82794 0.07
H -0.30851 0.20675 1.00889 0.06
```

* energy relative to the best compared isomer or geometry (same formula, charge and spin): 54.3 kcal per mole
* calculated total energy: -1183.43026 a.u.
* structure (SMILES): N#CC(Cl)(C#N)CCl


No. 3
Density functional theory data (the ωB97M-V functional and the def2-TZVPD basis) for the ion C5H13N2 with charge +2 at a distorted geometry.

Structure (XYZ):
```
20
Properties=species:S:1:pos:R:3:lowdin_charge:R:1
C -0.25384 -0.88879 1.21787 -0.04
N -1.55296 -0.57498 1.87131 0.22
C -0.17577 -0.71998 -0.40057 -0.22
N -0.85168 0.54554 -0.70070 0.20
C 0.12726 1.55682 -1.06099 -0.08
C 1.55058 0.95838 -0.77623 -0.09
C 1.26321 -0.55872 -0.79565 -0.12
H 0.02177 -1.92706 1.39236 0.15
H 0.54221 -0.27561 1.63598 0.14
H -2.24932 -1.31745 1.67776 0.20
H -1.54037 -0.47187 2.87916 0.19
H -0.76957 -1.55892 -0.76533 0.17
H -2.06097 0.14650 1.34952 0.17
H -1.64783 0.56662 -1.35425 0.20
H 0.02477 2.50934 -0.55859 0.16
H 0.12438 1.70280 -2.15884 0.18
H 2.29010 1.23823 -1.51377 0.14
H 1.86131 1.27766 0.21965 0.12
H 1.41726 -0.88105 -1.83692 0.15
H 1.87945 -1.32748 -0.32180 0.15
```

* total charge: +2
* energy relative to the best compared isomer or geometry (same formula, charge and spin): 48.5 kcal per mole
* spin multiplicity: 2
* calculated total energy: -307.08905 a.u.
* <S²>: 0.75


No. 4
Density functional theory data (the ωB97M-V functional and the def2-TZVPD basis) for a structure of composition C7H15O3STcTe4.

Structure (XYZ):
```
31
Properties=species:S:1:pos:R:3:lowdin_charge:R:1
Tc -1.15501 1.59834 0.97465 0.70
Te -2.10536 2.68380 -1.23555 0.23
Te -3.96958 4.37494 -0.35163 0.19
Te -4.85620 3.17082 1.82081 0.19
Te -3.53931 0.85212 1.77745 0.32
C 0.78427 -3.01250 0.77165 -0.09
C 0.61763 -3.06509 -0.74266 -0.27
C -0.66511 -2.41991 -1.25173 -0.34
S -0.83227 -0.63816 -1.25172 0.94
O -0.69938 -0.25746 0.25211 -0.75
C 0.72105 -0.09095 -1.98758 -0.33
C 1.87529 0.18473 -1.01882 -0.25
C 1.81700 1.53936 -0.31684 -0.09
H 1.72710 -3.47132 1.06929 0.08
H -0.02054 -3.55952 1.26700 0.09
H 0.76586 -1.99023 1.14938 0.06
H 0.58106 -4.10393 -1.07662 0.12
H 1.48481 -2.63438 -1.25016 0.10
H -1.53736 -2.73116 -0.66799 0.11
H -0.88145 -2.68677 -2.29098 0.10
H 0.47458 0.80950 -2.55381 0.08
H 0.97076 -0.86008 -2.72393 0.10
H 2.78330 0.14798 -1.62329 0.12
H 1.96755 -0.61367 -0.28304 0.10
H 1.52752 2.34625 -0.99054 0.08
H 2.79109 1.79604 0.10048 0.09
H 1.15821 1.51418 0.56563 0.02
O -1.16239 3.33261 2.11249 -0.27
C -0.43168 2.79941 3.01349 -0.46
O -0.09318 1.59679 2.87029 -0.13
H -0.09827 3.38829 3.87216 0.15
```

* total charge: +1
* energy relative to the best compared isomer or geometry (same formula, charge and spin): 0.1 kcal per mole
* spin multiplicity: 4
* calculated total energy: -2052.28864 a.u.
* <S²>: 3.79


No. 5
Density functional theory data (the ωB97M-V functional and the def2-TZVPD basis) for a structure of composition C37H41NO4PRuS4SeSi2.

Structure (XYZ):
```
92
Properties=species:S:1:pos:R:3:lowdin_charge:R:1
Ru 0.59688 0.57994 -0.04131 0.74
C -0.83790 4.63601 -1.89377 -0.17
Si -0.24568 3.88286 -0.25966 0.37
C -0.75664 4.99956 1.17599 -0.17
C 1.61550 4.01916 -0.34359 -0.17
N -0.78471 2.26383 -0.03446 -0.20
C -2.10854 2.00193 0.22721 -0.34
C -3.15745 2.93158 0.07107 -0.08
C -4.48361 2.60214 0.31220 -0.12
C -4.83490 1.31711 0.69136 -0.11
C -3.83123 0.36599 0.82552 -0.04
C -2.51530 0.71489 0.61367 -0.22
O -1.49754 -0.23661 0.70781 -0.16
C -1.68404 -1.24418 1.65772 -0.33
C -1.77057 -0.89743 2.99563 -0.04
C -1.88599 -1.89866 3.94672 -0.09
C -1.90349 -3.23177 3.55925 -0.10
C -1.82407 -3.55883 2.21317 -0.08
C -1.72880 -2.56354 1.25158 -0.06
H -0.74271 5.72647 -1.87170 0.02
H -1.87039 4.38674 -2.14764 0.01
H -0.20454 4.26234 -2.70494 0.02
H -0.54060 6.04782 0.94661 0.02
H -0.16628 4.71825 2.05247 0.03
H -1.80994 4.91579 1.44550 0.01
H 1.86597 5.06969 -0.53063 0.03
H 2.02847 3.43324 -1.16532 0.00
H 2.10819 3.69720 0.57405 0.03
H -2.92704 3.93759 -0.25498 0.07
H -5.24654 3.36140 0.17791 0.09
H -5.86902 1.03897 0.84493 0.09
H -4.06957 -0.66195 1.06252 0.11
H -1.71857 0.14531 3.27618 0.11
H -1.92857 -1.63435 4.99588 0.10
H -1.97178 -4.01347 4.30614 0.09
H -1.84636 -4.59600 1.90146 0.10
H -1.70116 -2.78408 0.19225 0.05
O 4.77440 1.47525 -1.00539 -0.30
S 3.51776 0.83195 -1.28644 0.46
O 3.53112 -0.57655 -1.57400 -0.31
O 2.53306 1.20431 -0.21002 -0.54
C 2.86987 1.60377 -2.75574 -0.28
C 3.61775 2.62491 -3.32089 -0.07
C 3.17929 3.25102 -4.47781 -0.08
C 1.99052 2.84695 -5.05876 -0.08
C 1.23495 1.83703 -4.47701 -0.07
C 1.65344 1.19097 -3.31407 -0.29
P 0.51600 0.03296 -2.42214 1.06
C 1.00734 -1.63241 -2.96633 -0.37
C 2.12167 -1.87824 -3.76061 -0.10
C 2.41796 -3.17246 -4.16153 -0.09
C 1.60280 -4.22699 -3.77009 -0.10
C 0.48582 -3.98294 -2.98422 -0.07
C 0.18400 -2.69024 -2.58096 -0.10
C -1.00784 0.25980 -3.40732 -0.38
C -1.98096 1.13214 -2.94537 -0.10
C -3.13045 1.36381 -3.68725 -0.08
C -3.31247 0.72117 -4.90003 -0.10
C -2.34871 -0.16562 -5.36423 -0.09
C -1.20476 -0.39983 -4.62053 -0.11
H 4.54069 2.91049 -2.83563 0.11
H 3.76072 4.05374 -4.91498 0.10
H 1.63153 3.32668 -5.96134 0.10
H 0.29168 1.56392 -4.92763 0.09
H 2.77170 -1.06222 -4.04557 0.10
H 3.29396 -3.35815 -4.77141 0.09
H 1.83827 -5.23834 -4.08060 0.09
H -0.16930 -4.79307 -2.68775 0.10
H -0.73234 -2.51298 -2.02056 0.02
H -1.84583 1.60891 -1.98558 0.07
H -3.89699 2.01523 -3.28650 0.10
H -4.22205 0.87803 -5.46722 0.09
H -2.50221 -0.69912 -6.29424 0.10
H -0.47012 -1.11152 -4.97677 0.11
S 2.06846 -1.63582 3.60354 0.44
C 1.51562 -0.77546 2.31806 -1.73
S 0.96515 0.85541 2.28944 0.54
S 1.32160 -1.42184 0.69324 0.56
C -5.25968 -3.97203 0.25328 -0.24
Si -4.47014 -3.89046 -1.46859 -0.06
C -5.89266 -4.26415 -2.66981 -0.26
C -3.33070 -5.40759 -1.56753 -0.25
Se -3.44053 -2.00004 -1.88792 0.27
H -5.84244 -4.89064 0.38898 0.01
H -5.92625 -3.11629 0.39145 0.01
H -4.49760 -3.92507 1.03584 0.00
H -6.35810 -5.23700 -2.47390 0.01
H -5.52322 -4.25116 -3.69831 0.01
H -6.65797 -3.48804 -2.58555 0.01
H -3.86556 -6.34371 -1.36977 0.01
H -2.51617 -5.31726 -0.84295 0.01
H -2.88258 -5.46641 -2.56333 0.01
```

* total charge: -2
* energy relative to the best compared isomer or geometry (same formula, charge and spin): 2.5 kcal per mole
* spin multiplicity: 2
* calculated total energy: -6799.92419 a.u.
* <S²>: 0.76


No. 6
Density functional theory data (the ωB97M-V functional and the def2-TZVPD basis) for the molecule C3H4OS at a distorted geometry.

Structure (XYZ):
```
9
Properties=species:S:1:pos:R:3:lowdin_charge:R:1
C 0.37175 0.24052 0.60342 -0.04
C -1.01013 -0.14724 0.21626 -0.76
O -1.31252 -1.35946 -0.38712 -0.08
C -1.89728 -0.18822 -0.90864 -0.49
S -2.67687 0.42808 0.58155 0.92
H 1.15919 -0.25091 -0.03611 0.10
H 0.72448 -0.01804 1.63677 0.10
H 0.34448 1.29999 0.35637 0.08
H -1.75082 -0.05820 -2.03518 0.16
```

* energy relative to the best compared isomer or geometry (same formula, charge and spin): 72.6 kcal per mole
* calculated total energy: -590.00903 a.u.
* structure (SMILES): C[C@]12O[C@H]1S2